No. 1
Entry from OMol25: 2 unconnected molecules or ions with the total composition C9H8BrN2P at a distorted geometry (wB97M-V/def2-TZVPD).

Positions of all 21 atoms, in Å:
Br: 2.362 0.543 3.917
C: 1.947 0.944 2.082
C: 2.336 -0.007 1.113
C: 1.935 0.264 -0.132
C: 1.146 1.415 -0.392
C: 0.770 2.239 0.596
N: 1.227 2.017 1.851
H: 3.087 -0.800 1.493
H: 2.331 -0.393 -0.995
H: 0.865 1.749 -1.459
H: 0.089 3.135 0.275
C: -1.572 -1.276 -0.280
C: -0.901 -1.208 1.021
N: -0.958 -0.168 1.774
C: -1.476 0.956 1.401
P: -2.275 1.313 -0.039
C: -2.239 -0.202 -0.842
H: -1.433 -2.188 -0.837
H: -0.621 -2.151 1.542
H: -1.302 1.767 2.001
H: -2.751 -0.225 -1.821

Results
electronic energy = -91771.7624 eV
structure (SMILES) = Brc1ccccn1.c1cncpc1

---

No. 2
Entry from OMol25: C21H35NO6 in the gas phase (wB97M-V/def2-TZVPD).

Positions of all 63 atoms, in Å:
C: -4.611 -1.758 -0.218
C: -4.498 -1.906 1.153
C: -3.253 -2.083 1.732
C: -2.108 -2.113 0.949
C: -0.740 -2.298 1.556
N: 0.195 -1.309 1.040
C: 1.536 -1.798 0.812
C: 2.342 -2.192 2.066
O: 3.610 -2.734 1.750
C: 4.673 -1.827 1.616
C: 4.754 -1.093 0.269
O: 4.005 0.103 0.349
C: 4.104 0.945 -0.774
C: 3.333 0.421 -2.007
O: 2.832 1.463 -2.816
C: 1.644 2.071 -2.362
C: 0.385 1.247 -2.662
O: -0.725 2.042 -2.320
C: -1.960 1.372 -2.453
C: -3.087 2.238 -1.878
O: -3.089 2.289 -0.474
C: -2.195 3.240 0.082
C: -1.995 2.937 1.571
O: -0.906 2.090 1.836
C: -1.090 0.767 1.372
C: 0.147 -0.047 1.753
C: -2.233 -1.975 -0.427
C: -3.475 -1.796 -1.008
H: -5.581 -1.614 -0.670
H: -5.381 -1.880 1.774
H: -3.170 -2.195 2.805
H: -0.376 -3.292 1.277
H: -0.812 -2.262 2.654
H: 2.082 -1.008 0.297
H: 1.479 -2.671 0.154
H: 1.819 -2.984 2.611
H: 2.456 -1.321 2.724
H: 4.642 -1.070 2.412
H: 5.573 -2.437 1.734
H: 5.805 -0.849 0.053
H: 4.377 -1.748 -0.527
H: 5.157 1.120 -1.032
H: 3.664 1.894 -0.455
H: 3.993 -0.156 -2.659
H: 2.521 -0.231 -1.664
H: 1.573 3.019 -2.902
H: 1.677 2.283 -1.287
H: 0.375 0.317 -2.072
H: 0.359 0.980 -3.730
H: -2.164 1.166 -3.516
H: -1.936 0.416 -1.910
H: -4.043 1.787 -2.158
H: -3.021 3.247 -2.304
H: -2.623 4.247 -0.038
H: -1.227 3.207 -0.428
H: -1.771 3.862 2.107
H: -2.927 2.502 1.961
H: -1.207 0.749 0.284
H: -2.001 0.343 1.815
H: 0.164 -0.179 2.847
H: 1.022 0.545 1.474
H: -1.340 -2.007 -1.035
H: -3.561 -1.690 -2.081

Results
electronic energy = -36117.0531 eV
structure (SMILES) = c1ccc(CN2CCOCCOCCOCCOCCOCCOCC2)cc1

---

No. 3
Entry from OMol25: C6H12O in the gas phase (wB97M-V/def2-TZVPD).

Positions of all 19 atoms, in Å:
C: -0.770 -1.828 1.766
C: -0.952 -1.301 0.345
C: 0.134 -0.321 -0.058
C: 0.017 0.267 -1.466
C: 0.800 1.585 -1.348
C: 0.836 1.840 0.178
O: 0.063 0.820 0.785
H: 0.182 -2.362 1.872
H: -0.771 -1.000 2.481
H: -1.574 -2.520 2.039
H: -0.957 -2.133 -0.372
H: -1.917 -0.786 0.252
H: 1.123 -0.805 0.059
H: 0.408 -0.398 -2.241
H: -1.040 0.463 -1.681
H: 0.321 2.401 -1.896
H: 1.816 1.475 -1.740
H: 1.872 1.800 0.548
H: 0.409 2.803 0.476

Results
electronic energy = -8463.9816 eV
structure (SMILES) = CC[C@H]1CCCO1

---

No. 4
Entry from OMol25: C4H7FO2 in the gas phase at a distorted geometry (wB97M-V/def2-TZVPD).

Positions of all 14 atoms, in Å:
O: -1.344 -1.242 -0.396
C: -0.284 -0.383 -0.830
C: 1.100 -0.394 -0.256
F: 1.097 -0.938 0.968
C: 1.101 1.115 -0.324
C: -0.432 1.124 -0.298
O: -1.248 0.794 0.843
H: -1.208 -1.226 0.653
H: -0.195 -0.494 -1.912
H: 1.950 -0.923 -0.814
H: 1.648 1.480 0.580
H: 1.605 1.300 -1.423
H: -1.083 1.860 -0.737
H: -0.761 1.250 1.612

Results
electronic energy = -11071.1494 eV
structure (SMILES) = O[C@@H]1[C@H](F)C[C@@H]1O

---

No. 5
Entry from OMol25: a molecular structure, C40H47N3OP2PdS at a distorted geometry (wB97M-V/def2-TZVPD).

Positions of all 95 atoms, in Å:
Pd: -0.527 0.448 0.684
C: 1.823 -1.694 -0.896
N: 1.037 -2.110 -2.022
C: -0.419 -2.118 -1.981
P: -1.302 -1.542 -0.444
C: -3.021 -1.677 -0.979
C: -3.971 -2.174 -0.075
C: -5.276 -2.371 -0.490
C: -5.654 -2.030 -1.783
C: -4.734 -1.458 -2.656
C: -3.425 -1.262 -2.254
C: -0.989 -2.852 0.770
C: -0.225 -2.540 1.900
C: 0.003 -3.495 2.877
C: -0.541 -4.765 2.732
C: -1.298 -5.083 1.610
C: -1.516 -4.137 0.621
C: 1.654 -2.561 -3.163
C: 1.102 -2.288 -4.442
C: 1.718 -2.758 -5.572
C: 2.878 -3.540 -5.471
C: 3.426 -3.825 -4.211
C: 2.843 -3.333 -3.073
P: 1.639 0.168 -0.555
C: 1.642 0.869 -2.222
C: 2.797 0.796 -3.006
C: 2.812 1.401 -4.252
C: 1.689 2.076 -4.719
C: 0.533 2.129 -3.952
C: 0.507 1.524 -2.704
C: 3.230 0.604 0.170
C: 3.979 -0.296 0.934
C: 5.223 0.082 1.407
C: 5.707 1.363 1.155
C: 4.947 2.271 0.424
C: 3.702 1.906 -0.054
H: 2.878 -1.845 -1.113
H: 1.552 -2.233 0.017
H: -0.770 -3.145 -2.124
H: -0.823 -1.529 -2.808
H: -3.685 -2.419 0.939
H: -6.000 -2.786 0.199
H: -6.671 -2.203 -2.110
H: -5.043 -1.167 -3.651
H: -2.730 -0.791 -2.939
H: 0.184 -1.531 2.013
H: 0.594 -3.258 3.752
H: -0.381 -5.511 3.498
H: -1.723 -6.073 1.506
H: -2.098 -4.395 -0.255
H: 0.241 -1.638 -4.531
H: 1.320 -2.506 -6.545
H: 3.351 -3.921 -6.366
H: 4.295 -4.464 -4.138
H: 3.239 -3.620 -2.107
H: 3.680 0.285 -2.641
H: 3.711 1.360 -4.854
H: 1.718 2.566 -5.683
H: -0.338 2.653 -4.324
H: -0.388 1.563 -2.092
H: 3.605 -1.291 1.148
H: 5.822 -0.622 1.970
H: 6.674 1.657 1.541
H: 5.328 3.265 0.230
H: 3.106 2.613 -0.619
S: -1.831 2.512 0.128
C: -2.094 3.669 1.433
N: -3.302 3.782 1.936
C: -3.684 4.864 2.870
C: -2.720 6.030 2.724
C: -1.293 5.506 2.824
N: -1.103 4.440 1.827
H: -4.045 3.204 1.567
H: -3.672 4.475 3.890
H: -4.706 5.159 2.641
H: -2.908 6.760 3.508
H: -2.862 6.522 1.760
H: -1.112 5.093 3.820
H: -0.561 6.288 2.642
H: -0.216 4.385 1.347
C: -2.611 0.158 3.029
C: -1.524 0.898 3.786
O: -0.508 1.367 2.871
C: 0.712 1.781 3.525
C: 1.681 0.627 3.695
H: -3.503 0.080 3.650
H: -2.290 -0.853 2.773
H: -2.895 0.694 2.113
H: -1.071 0.239 4.529
H: -1.937 1.766 4.308
H: 0.460 2.225 4.490
H: 1.156 2.549 2.888
H: 1.291 -0.132 4.373
H: 2.618 0.996 4.111
H: 1.891 0.176 2.722

Results
expectation value of S² = 6.04
multiplicity = 5
electronic energy = -81613.8318 eV
charge = +4

---

No. 6
Entry from OMol25: CH2N4O in the gas phase at a distorted geometry (wB97M-V/def2-TZVPD).

Positions of all 8 atoms, in Å:
H: -0.292 -1.985 0.670
N: -0.859 -1.221 0.919
C: -0.337 -0.146 0.496
N: -0.612 1.230 0.648
N: -0.360 1.961 -0.415
O: 0.697 1.165 -0.995
N: 0.857 -0.082 -0.396
H: 0.906 -0.920 -0.926

Results
electronic energy = -9071.8766 eV
structure (SMILES) = [H]/N=c1/nno[nH]1

---

No. 7
Entry from OMol25: a molecular structure, C2H3NO2S2 at a distorted geometry (wB97M-V/def2-TZVPD).

Positions of all 10 atoms, in Å:
C: -0.169 -0.548 -0.320
C: -1.580 -0.071 -0.252
N: 2.273 0.695 0.368
O: 0.595 0.025 -1.036
O: 2.993 1.204 -0.399
S: 0.235 -1.888 0.664
S: 1.540 0.253 1.596
H: -1.613 0.547 0.703
H: -2.345 -0.873 -0.300
H: -1.929 0.657 -1.026

Results
expectation value of S² = 2.04
multiplicity = 3
electronic energy = -29372.4843 eV

---

No. 8
Entry from OMol25: a gas-phase ion, C4H13N2Si (charge +1) at a distorted geometry (wB97M-V/def2-TZVPD).

Positions of all 20 atoms, in Å:
C: -1.165 2.061 -0.414
N: -0.170 1.349 0.398
Si: 0.547 -0.149 0.050
C: 2.331 -0.221 0.968
C: 0.560 -0.611 -1.816
C: -0.651 -1.171 0.976
N: -1.725 -1.760 0.637
H: -0.945 1.665 -1.447
H: -2.241 1.919 -0.104
H: -0.912 3.102 -0.441
H: -0.121 1.852 1.371
H: 3.166 -0.780 0.428
H: 2.538 0.884 0.974
H: 2.037 -0.689 1.940
H: 1.386 -0.068 -2.244
H: 0.646 -1.730 -1.942
H: -0.417 -0.368 -2.308
H: -0.333 -1.080 2.052
H: -2.542 -2.192 1.241
H: -1.990 -2.015 -0.322

Results
electronic energy = -15209.7288 eV
structure (SMILES) = CN[Si](C)(C)C=[NH2+]
charge = +1

---

No. 9
Entry from OMol25: a molecular structure, C24H18BrN3O4PtS2 (wB97M-V/def2-TZVPD).

Positions of all 53 atoms, in Å:
Pt: -0.060 0.145 0.088
Br: 2.308 0.415 0.698
C: 2.342 2.291 0.285
C: 3.521 2.958 0.392
C: 3.524 4.344 0.131
C: 2.356 4.976 -0.185
C: 1.130 4.271 -0.273
C: -0.088 4.941 -0.532
C: -1.254 4.237 -0.563
C: -1.267 2.835 -0.394
C: -0.117 2.115 -0.169
C: 1.105 2.865 -0.069
H: 4.430 2.446 0.677
H: 4.451 4.896 0.205
H: 2.346 6.045 -0.362
H: -0.074 6.013 -0.682
H: -2.192 4.750 -0.732
H: -2.214 2.322 -0.456
O: -4.388 -0.592 3.073
S: -4.834 -0.231 1.764
O: -5.933 0.671 1.607
N: -3.533 0.329 0.879
C: -3.238 -0.473 -0.078
S: -1.916 -0.254 -1.200
C: -4.110 -1.688 -0.204
C: -4.028 -2.739 -1.101
C: -4.947 -3.776 -0.979
C: -5.918 -3.760 0.018
C: -5.994 -2.706 0.923
C: -5.077 -1.688 0.782
H: -3.266 -2.741 -1.870
H: -4.910 -4.607 -1.672
H: -6.625 -4.577 0.089
H: -6.741 -2.686 1.705
O: -3.940 -5.606 4.287
C: -4.065 -5.923 2.936
N: -2.899 -5.535 2.150
C: -2.522 -4.238 2.128
O: -3.121 -3.387 2.764
C: -1.345 -3.859 1.273
C: -0.588 -4.734 0.509
C: 0.410 -4.229 -0.308
C: 0.612 -2.863 -0.345
N: -0.099 -2.016 0.404
C: -1.051 -2.503 1.201
H: -3.848 -4.643 4.333
H: -4.948 -5.450 2.495
H: -4.158 -7.005 2.864
H: -2.381 -6.236 1.655
H: -0.753 -5.803 0.535
H: 1.011 -4.880 -0.927
H: 1.350 -2.416 -0.998
H: -1.628 -1.796 1.784

Results
electronic energy = -132800.8370 eV

---

No. 10
Entry from OMol25: a molecular structure, C5H14NO2 at a distorted geometry (wB97M-V/def2-TZVPD).

Positions of all 22 atoms, in Å:
C: 1.611 -0.639 -0.795
N: 0.250 -0.560 -1.435
C: -0.754 -0.053 -0.464
C: -0.728 1.272 0.296
C: -1.970 1.381 1.198
O: -1.728 0.644 2.340
C: 2.721 -0.743 -1.809
H: 1.736 0.214 -0.116
H: 1.363 -1.511 -0.181
H: 0.227 0.067 -2.239
H: -1.655 -0.017 -1.102
H: -0.904 -0.939 0.180
H: 0.159 1.235 0.940
H: -0.401 2.151 -0.299
H: -2.297 2.406 1.533
H: -2.838 1.148 0.556
H: 3.717 -0.792 -1.355
H: 2.685 -1.495 -2.601
H: 2.761 0.232 -2.312
H: -0.611 -1.726 2.761
H: -1.766 -0.536 2.280
O: -1.577 -1.740 2.624

Results
electronic energy = -10996.2254 eV
charge = -1

---

No. 11
Entry from OMol25: 2 unconnected molecules or ions with the total composition C4H11N2O at a distorted geometry (wB97M-V/def2-TZVPD).

Positions of all 18 atoms, in Å:
C: 0.487 0.675 -0.517
C: -2.018 -0.966 -0.854
C: 2.937 0.512 -0.082
C: -2.154 0.390 -0.277
N: 1.537 0.163 0.095
N: -2.220 0.428 1.068
O: 1.345 -0.454 1.395
H: 0.971 1.040 -1.500
H: -1.333 -0.981 -1.645
H: -3.029 -1.350 -1.110
H: -1.521 -1.681 -0.121
H: 3.207 0.905 -1.029
H: 3.333 1.123 0.748
H: 3.399 -0.526 0.089
H: -2.420 1.282 -0.890
H: -2.171 1.281 1.648
H: 1.695 -1.408 1.314
H: -2.047 -0.435 1.668

Results
electronic energy = -9343.0031 eV
charge = +1

---

No. 12
Entry from OMol25: C5H8O in the gas phase at a distorted geometry (wB97M-V/def2-TZVPD).

Positions of all 14 atoms, in Å:
O: -2.235 0.766 -0.059
C: -0.978 0.148 -0.337
C: 0.138 1.081 0.093
C: 1.394 0.280 0.130
C: 1.203 -1.034 0.148
C: -0.237 -1.470 0.069
H: -2.083 1.695 0.196
H: -1.025 -0.073 -1.402
H: -0.108 1.392 1.121
H: 0.219 1.998 -0.505
H: 2.357 0.764 0.215
H: 2.035 -1.713 0.346
H: -0.519 -1.969 -0.853
H: -0.344 -2.305 0.807

Results
electronic energy = -7359.8053 eV
structure (SMILES) = OC1CC=CC1